C28H52Cl3N2NbO2P2Si4 as an isolated structure at a distorted geometry, computed with the ωB97M-V functional and the def2-TZVPD basis.

XYZ file:
```
94
Properties=species:S:1:pos:R:3:forces:R:3
Nb 0.32592 1.00712 -1.53873 -0.42 -3.68 7.09
Cl 0.50269 -1.21459 -0.69756 0.03 0.75 -1.35
Cl -0.95397 0.88086 3.03555 0.03 -0.63 -0.50
Cl 2.28351 1.57966 -2.49347 0.64 0.16 -0.41
P -2.48347 -0.40627 0.21968 0.86 0.68 -1.12
P 3.05615 -0.26801 0.62274 -0.26 0.16 -1.31
Si -1.41603 2.22929 1.30757 -2.25 2.30 0.67
Si -1.32139 -2.60081 2.19788 2.40 0.73 1.17
Si 1.82837 -2.22551 2.78644 -2.63 -0.12 0.11
Si 1.51129 2.40915 1.14081 0.93 0.84 1.29
O -0.25094 -0.18813 -3.30647 -0.73 1.04 -0.40
O -1.33409 1.99558 -2.20963 -0.03 0.61 -2.25
N 0.22201 -1.94670 2.40496 -0.03 0.28 -2.16
N 0.07780 1.78502 0.36209 0.64 -1.29 -3.28
C 2.01201 3.89983 0.12553 0.26 -0.21 -0.02
C -2.76511 -1.45609 1.66406 -0.47 -0.38 0.05
C -1.74390 3.86444 0.17689 0.46 -0.71 -0.93
C 5.68771 -0.44948 -3.09950 -0.03 0.10 -0.36
C -5.95760 -1.33627 -1.83801 0.39 0.01 0.10
C -1.47586 0.26946 -4.02475 1.37 -0.64 -0.34
C -4.12090 -2.63261 -2.80249 -0.20 0.25 0.12
C -1.60040 -3.01818 4.02331 -0.82 -0.35 -0.29
C 1.33574 3.16657 2.85223 -0.04 0.00 -0.23
C -0.49837 3.17715 -2.82280 -1.29 -0.63 -0.37
C 5.14672 0.73794 -1.06881 -0.32 -0.66 -0.11
C -3.69544 -1.08730 -0.97951 -0.52 -0.05 0.23
C 3.36700 -1.54953 1.84239 0.40 0.10 -0.02
C -1.42565 -4.08270 1.02553 -0.45 -0.30 0.02
C 0.73431 -1.04283 -4.00179 -0.48 -0.08 -0.32
C -2.28300 1.22657 -3.16989 0.84 0.78 1.39
C 1.99343 -4.10433 2.62876 0.86 0.01 0.34
C -3.22900 -2.04215 -1.90808 -0.53 0.42 0.22
C 4.96636 -1.57770 -2.67531 0.14 0.33 0.33
C 3.07051 1.34158 1.41829 0.43 -0.05 0.27
C 5.78305 0.70342 -2.30693 0.06 -0.42 -0.15
C 1.83505 -1.39837 4.48131 0.87 -0.35 0.16
C -2.98696 1.28215 0.67484 0.10 -0.42 0.49
C 4.32016 -1.53360 -1.44185 0.29 0.32 -0.18
C 4.37433 -0.36817 -0.64737 -0.02 0.42 0.12
C -1.81763 3.58718 2.66420 0.31 -0.44 0.94
C -5.06222 -0.75070 -0.92603 0.06 -0.32 -0.65
C -5.47540 -2.27395 -2.76851 -0.26 0.14 0.00
H 1.37980 -4.59737 3.39400 0.20 0.06 -0.12
H 4.89920 -2.48053 -3.29579 0.12 0.46 0.24
H -5.42137 -0.02855 -0.18257 0.18 -0.30 -0.30
H 0.86841 2.52714 3.60788 0.18 0.24 -0.22
H -0.81914 -4.91950 1.40184 -0.12 0.23 -0.06
H 6.34450 1.57768 -2.65948 -0.18 -0.46 0.14
H -2.72150 4.27049 0.48254 0.46 -0.02 -0.19
H -1.14146 0.76249 -4.93968 0.01 -0.10 -0.05
H -1.08547 -3.86219 0.00254 -0.03 0.11 0.25
H 3.87389 -2.36803 1.29841 -0.22 0.23 0.30
H 5.24335 1.62213 -0.44283 -0.13 -0.12 -0.14
H -2.98738 0.72610 -2.49532 0.41 0.07 0.00
H -2.89871 3.77690 2.61198 0.13 -0.05 -0.05
H -1.45071 -2.09118 4.60001 -0.20 -0.28 -0.27
H 3.75109 -2.39773 -1.09733 -0.01 0.23 -0.09
H 0.66637 -2.07360 -3.60215 -0.06 0.72 -0.15
H -6.17790 -2.72739 -3.47646 0.31 0.15 0.27
H 1.44453 -0.37170 4.38187 0.26 -0.33 -0.11
H -3.59306 -2.12009 1.34333 0.21 0.22 0.41
H -3.11589 -0.79675 2.47644 0.24 -0.39 -0.19
H 1.74146 -0.62468 -3.84334 -0.56 -0.19 0.10
H 3.93634 1.91745 1.03016 -0.43 -0.14 0.45
H -2.46963 -4.42876 0.95862 0.19 -0.08 -0.07
H 1.11849 -1.94339 5.10795 0.23 0.08 -0.02
H -3.75217 -3.35978 -3.52731 -0.21 0.11 0.19
H 1.31089 4.71748 0.34970 0.37 -0.14 -0.17
H -7.02243 -1.05736 -1.80763 0.59 -0.26 -0.09
H -1.24034 3.87710 -3.25798 0.56 -0.40 0.37
H 0.82594 4.13430 2.79028 0.16 -0.18 0.25
H -2.60720 -3.42349 4.18276 0.09 -0.06 0.49
H 6.16471 -0.46623 -4.08390 -0.10 0.02 0.36
H 1.61695 -4.42623 1.64459 0.16 0.27 0.25
H 0.06019 3.64634 -1.98153 -0.58 -0.40 -0.48
H 2.03390 3.68033 -0.94886 0.19 0.37 0.25
H 2.39890 3.31311 3.10071 -0.27 0.23 0.15
H 3.04389 -4.40997 2.72867 -0.16 -0.39 0.04
H -2.03014 -0.64050 -4.26292 -0.26 0.25 0.01
H -0.83295 -3.73629 4.34650 -0.31 0.08 -0.10
H -3.43587 1.78089 -0.19414 0.11 0.04 0.22
H 3.02806 4.12744 0.48583 -0.29 0.38 -0.34
H -2.17418 -2.31629 -1.90176 -0.13 0.07 0.00
H -1.75976 3.63692 -0.89007 -0.29 0.44 0.06
H -2.82191 1.99784 -3.73104 0.28 -0.27 -0.08
H 3.19572 1.16567 2.50963 -0.05 0.32 -0.57
H 4.09367 -1.08517 2.53265 -0.07 -0.44 -0.01
H 2.83466 -1.40766 4.93776 -0.23 0.21 0.34
H -0.93124 4.57617 0.38114 -0.36 0.06 -0.14
H 0.50394 -1.01514 -5.07903 0.02 -0.08 0.40
H -3.70415 1.20269 1.49992 -0.12 0.34 -0.10
H -1.30764 4.54338 2.49461 -0.21 -0.17 -0.08
H -1.58591 3.26870 3.68415 -0.13 0.12 -0.10
H 0.17246 2.73784 -3.59291 -0.54 0.47 0.39
```
Positions in Å, forces in eV/Å.

Calculated values
**Maximum force**: 8.00 eV Å⁻¹
**E_tot**: -4636.34109 Ha
**Lowest unoccupied orbital energy (spin up / spin down)**: -2.148 / -2.155 eV

Which charges does Mulliken predict for the atoms? In e, they are: Nb 0.106; Cl -0.190; Cl -0.416; Cl -0.337; P 1.026; P 1.017; Si 0.665; Si -0.815; Si -0.353; Si 0.352; O 0.296; O 0.071; N 0.793; N 0.738; C -1.110; C -0.781; C -1.538; C -0.427; C -0.683; C -0.590; C -0.698; C -0.935; C -1.349; C -0.905; C -0.391; C -0.565; C -1.056; C -0.830; C -0.779; C -0.185; C -1.095; C -0.372; C -0.764; C -1.175; C -0.566; C -0.885; C -1.582; C -0.893; C 0.631; C -1.568; C -0.141; C -0.457; H 0.231; H 0.400; H 0.358; H 0.238; H 0.337; H 0.403; H 0.506; H 0.505; H 0.130; H 0.502; H 0.329; H -0.424; H 0.350; H 0.179; H 0.333; H 0.232; H 0.366; H 0.141; H 0.786; H 0.515; H 0.112; H 0.486; H 0.381; H 0.228; H 0.441; H 0.278; H 0.387; H 0.350; H 0.340; H 0.388; H 0.346; H 0.220; H 0.322; H 0.268; H 0.545; H 0.423; H 0.540; H 0.184; H 0.469; H 0.476; H 0.496; H -0.129; H 0.541; H 0.548; H 0.513; H 0.414; H 0.397; H 0.371; H 0.781; H 0.374; H 0.406; H 0.427

=====

C28H52CrN2O2Si2 as an isolated structure at a distorted geometry, computed with the ωB97M-V functional and the def2-TZVPD basis.

XYZ file:
```
87
Properties=species:S:1:pos:R:3:forces:R:3
Cr 1.79852 -0.20415 -0.80852 -0.16 2.18 0.04
Si 2.40816 -2.77071 0.20978 1.19 -0.93 -0.55
Si -1.44455 3.25037 1.27217 1.26 -0.50 0.17
O -0.40798 -1.38826 -2.15456 -0.58 0.79 0.31
O -4.91358 -1.17651 0.22479 -0.25 -0.09 0.29
N 3.89419 1.62520 -0.17662 -0.82 0.10 -0.29
N 2.99552 0.87522 0.46241 0.02 0.53 -0.48
C -0.39411 -0.81900 -4.49090 0.00 0.34 -0.21
C -6.73142 0.09621 -0.71734 -0.04 -0.17 -0.08
C -1.17464 -2.44115 -1.54500 0.78 -1.11 0.20
C -1.25500 1.41463 1.33276 -0.44 -1.94 -0.06
C 3.44023 2.01864 -1.41444 0.78 0.00 -0.34
C 2.18213 1.56016 -1.85378 -0.49 -0.60 0.13
C 3.79491 3.28643 -3.44070 -0.24 -0.30 0.30
C -4.31092 -1.39236 1.49764 -0.09 0.42 -0.01
C 1.66630 2.12494 -3.01143 1.06 0.54 -0.84
C 1.05803 -2.38437 1.45164 -0.51 0.38 0.29
C 2.12574 -4.50428 -0.44765 0.08 -0.29 0.28
C 4.90019 0.94761 3.63012 -0.33 0.27 -0.43
C -1.04940 -0.55854 -3.14752 0.16 -0.38 0.08
C 4.26776 2.86943 -2.20542 -0.69 -0.59 0.21
C -5.41814 0.14454 0.01994 0.64 -0.11 0.20
C -2.54282 -2.79174 -2.10158 -0.25 0.23 0.22
C -2.09190 3.66208 -0.46774 -0.54 0.42 -0.23
C 4.00808 -2.59779 1.16748 0.20 -0.03 0.11
C 2.27765 0.45822 2.75923 0.50 0.07 -0.35
C 2.64908 -1.88518 -1.42416 -0.03 0.99 -0.37
C 2.48823 2.95200 -3.83155 -0.47 -0.55 0.85
C -4.16377 -2.87371 1.77880 0.12 0.10 -0.01
C 0.43425 3.57355 1.13261 0.03 1.25 0.36
C 2.64934 0.19112 4.07373 0.16 0.07 0.36
C -2.24004 3.51971 3.01284 -0.15 0.32 -0.21
C 3.96671 0.39127 4.50951 -0.25 0.11 -0.37
C 3.26497 0.87050 1.84291 0.28 -0.64 0.70
C 4.54602 1.23125 2.31111 -0.30 -0.39 0.14
H 5.91243 1.18438 3.94302 -0.13 -0.09 0.14
H -1.62420 0.95209 2.29050 0.39 0.33 -0.91
H -7.50744 -0.35384 -0.09342 0.06 0.03 -0.05
H -5.12771 -3.38240 1.71131 0.06 0.07 0.00
H 2.59133 -5.23379 0.23055 -0.29 -0.08 -0.24
H 0.76133 3.28669 0.11252 -0.21 0.13 0.46
H -0.47318 -1.87042 -4.78143 0.03 0.05 0.18
H -5.56193 0.65744 0.99069 0.14 -0.19 -0.30
H 2.08693 -2.31466 -2.27885 0.40 0.17 0.50
H 0.18579 -1.82112 1.09306 0.03 -0.13 0.10
H -1.25778 -2.30316 -0.45580 -0.04 0.45 -0.29
H 4.43826 3.85895 -4.09974 -0.14 0.06 0.05
H -2.90445 2.98238 -0.80133 0.31 0.44 0.30
H 0.66820 -0.53097 -4.47219 -0.34 -0.10 -0.03
H -1.43838 3.43131 3.77510 -0.25 0.00 -0.52
H -2.57580 -2.80301 -3.18623 -0.02 0.36 -0.20
H 5.21278 1.68633 1.57559 -0.02 -0.35 0.55
H 1.91028 -0.18034 4.78955 0.18 0.16 -0.28
H -3.30993 -2.13593 -1.65367 0.11 -0.29 -0.52
H 3.70829 -1.63681 -1.66257 -0.64 -0.47 0.19
H 1.24274 0.35504 2.42140 0.42 -0.16 0.16
H 1.45497 -1.85208 2.32533 -0.04 -0.13 -0.35
H 5.25192 3.13335 -1.83117 -0.11 0.01 -0.08
H -3.32701 -0.88609 1.53301 -0.26 -0.14 0.05
H 4.27078 -3.57228 1.59194 0.09 0.11 0.08
H -6.65866 -0.48926 -1.64248 0.05 0.22 0.17
H -2.79421 -3.82642 -1.86154 0.12 0.07 0.47
H 0.69768 -3.35510 1.82086 -0.05 0.14 -0.19
H 1.05146 -4.71002 -0.55064 0.25 -0.13 0.04
H 2.59608 -4.56439 -1.43883 -0.13 -0.17 0.35
H 0.98788 2.92983 1.83931 -0.22 0.40 -0.15
H 4.24450 0.15625 5.53068 -0.04 0.01 -0.08
H -0.17079 1.22442 1.23632 -0.53 -0.20 0.02
H 3.95105 -1.86674 1.98572 -0.04 -0.17 -0.17
H -4.95190 -0.93675 2.27740 0.23 -0.10 -0.21
H -4.65716 0.70564 -0.55388 -0.28 0.00 0.18
H -2.95881 2.69645 3.22001 0.39 0.51 -0.29
H -1.23888 3.49613 -1.16169 -0.38 0.02 0.53
H -3.46846 -3.35294 1.07953 -0.10 0.09 0.15
H -0.91443 -0.23845 -5.26456 0.22 0.00 0.10
H 4.82128 -2.28512 0.50484 -0.05 -0.10 0.09
H -7.01631 1.12188 -0.94587 -0.18 0.01 -0.17
H -0.50149 -3.29965 -1.64923 -0.19 -0.14 -0.01
H -1.75812 0.90361 0.48145 0.21 0.10 0.50
H 2.11166 3.30414 -4.77775 -0.13 0.15 -0.12
H -0.93584 0.47802 -2.82779 0.06 0.05 -0.05
H -2.75223 4.46798 3.20625 0.08 -0.09 -0.08
H -2.41796 4.71026 -0.63445 0.09 -0.58 0.14
H 0.64254 1.91404 -3.29806 0.09 -0.07 -0.32
H -2.12197 -0.76464 -3.20464 0.20 0.05 0.12
H 0.73012 4.63362 1.30788 0.03 -0.66 -0.17
H -3.78300 -2.97921 2.80344 -0.01 -0.13 -0.27
```
Positions in Å, forces in eV/Å.

Calculated values
**Spin multiplicity**: 5
**Maximum force**: 2.19 eV Å⁻¹
**E_tot**: -2981.39312 Ha
**Lowest unoccupied orbital energy (spin up / spin down)**: -0.524 / -0.446 eV
**ΔE to the lowest compared entry with this formula, charge and spin**: 0.0000 eV

Which charges does Mulliken predict for the atoms? In e, they are: Cr -0.361; Si 0.930; Si 0.252; O 0.027; O -0.350; N -0.618; N 1.024; C -1.353; C -1.374; C 0.681; C 0.697; C 0.439; C -0.056; C -0.507; C 0.207; C 0.341; C -0.792; C -1.378; C -0.509; C -0.108; C -0.697; C 0.105; C -1.695; C -0.778; C -1.090; C 0.190; C -1.147; C -0.873; C -1.243; C -0.658; C -0.846; C -1.157; C -0.622; C -0.538; C -0.241; H 0.391; H 0.389; H 0.302; H 0.331; H 0.427; H -0.024; H 0.356; H 0.378; H 0.378; H -0.079; H -0.209; H 0.374; H 0.227; H 0.223; H 0.316; H 0.514; H 0.429; H 0.381; H 0.352; H 0.536; H 0.423; H 0.315; H 0.471; H -0.152; H 0.405; H 0.303; H 0.408; H 0.459; H 0.286; H 0.319; H 0.102; H 0.391; H -1.014; H 0.201; H 0.503; H 0.045; H 0.332; H 0.150; H 0.166; H 0.437; H 0.292; H 0.404; H -0.020; H -0.076; H 0.426; H 0.068; H 0.369; H 0.336; H 0.391; H 0.493; H 0.471; H 0.403